No. 1
{"formula": "C3H7F2O2P", "method": "ωB97M-V/def2-TZVPD", "orbital_gap_ev": 11.20, "smiles": "CCO[P@@H](=O)C(F)F", "lumo_energy_ev": 0.639, "homo_ev": -10.56, "total_energy_ev": -22042.631, "symbols": ["F", "C", "O", "H", "H", "H", "C", "H", "O", "F", "P", "C", "H", "H", "H"], "xyz": [[0.8993, -2.4817, -0.6470], [-1.4575, 1.8209, -0.9173], [-0.5444, -1.9338, 1.9658], [-1.9730, 1.7732, -0.0539], [-1.1461, 2.6721, -1.3360], [2.1232, -1.0863, -0.2991], [1.5114, -1.6971, 0.2697], [0.1418, 0.4188, -1.3960], [-0.7953, -0.0815, 0.3076], [2.1622, -2.4562, 1.1953], [0.1539, -0.8783, 1.2806], [-0.3426, 0.9015, -0.6382], [0.8817, 0.0811, 2.2476], [0.5145, 1.5225, -0.3084], [-2.1292, 1.4249, -1.6707]]}

---

No. 2
{"formula": "C23H27CeN7Se3Te", "method": "ωB97M-V/def2-TZVPD", "orbital_gap_ev": 3.75, "total_charge": 2, "lumo_energy_ev": -7.103, "homo_ev": -10.85, "total_energy_ev": -250963.276, "symbols": ["H", "N", "H", "H", "C", "C", "H", "C", "H", "Se", "N", "H", "Te", "H", "H", "C", "C", "C", "H", "C", "N", "C", "H", "C", "N", "N", "H", "C", "C", "C", "H", "H", "C", "Se", "C", "C", "C", "C", "H", "H", "H", "C", "H", "H", "H", "H", "N", "Se", "C", "H", "C", "H", "H", "H", "Ce", "H", "N", "C", "C", "C", "H", "H"], "xyz": [[1.5947, -1.3039, 2.6343], [1.1468, 1.5708, 2.4718], [0.7604, -1.6650, -2.4957], [2.2092, -1.5591, -1.5066], [4.1461, -0.4969, 3.0221], [-1.8582, 2.8907, 1.2470], [4.9853, -0.5187, 3.7114], [-4.1122, -1.3143, 1.5039], [-2.0309, 2.1992, 0.4251], [1.9898, 1.0749, -1.8894], [0.5306, -2.3021, -0.5294], [2.1015, -2.8606, -4.2474], [0.3850, 0.3633, -5.1300], [4.7833, -2.2216, 1.8916], [1.0569, -2.7327, 0.2654], [-5.0578, -0.8920, 0.5643], [2.9495, -1.3673, 1.1661], [-4.6412, -0.2080, -0.5652], [2.4526, -4.0722, -1.5672], [3.1640, 0.4860, 3.1408], [0.1375, 1.6548, 1.7344], [0.5822, -1.5775, 2.9159], [-0.3529, -2.8362, -0.6971], [-0.7214, 2.7281, 2.0507], [2.6382, -3.3326, -3.5067], [1.9861, -0.4261, 1.2609], [-0.8720, 1.7673, -0.9185], [0.3247, -2.2645, 4.0829], [1.3420, -2.1911, -1.7301], [4.0383, -1.4436, 2.0144], [0.9787, -4.1800, -2.5731], [2.9652, -4.2292, -3.8900], [-3.2904, 0.0262, -0.7089], [2.5479, 1.4336, -4.1756], [-0.5252, 3.6343, 3.1047], [-0.9944, -2.5747, 4.3678], [-2.0022, -2.1881, 3.4789], [-2.5601, 4.8106, 2.5316], [-1.2684, 5.3599, 4.1649], [-3.2691, 5.6132, 2.7174], [3.2358, 1.2339, 3.9241], [2.0867, 0.5128, 2.2537], [-3.6464, 4.0264, 0.8445], [0.3417, 3.5438, 3.7530], [-3.0209, -2.4491, 3.7370], [-2.8987, 0.5569, -1.5716], [-0.3756, -1.1950, 2.0446], [-0.6584, -0.2423, -2.8518], [-2.7723, 3.9215, 1.4817], [-4.4774, -1.8459, 2.3736], [1.8198, -3.5418, -2.2853], [1.1295, -2.5493, 4.7502], [3.4713, -2.7606, -3.3125], [-6.1128, -1.0997, 0.7204], [0.0000, 0.0000, 0.0000], [-5.3478, 0.1330, -1.3126], [-2.3614, -0.3727, 0.1858], [-1.6871, -1.4903, 2.3044], [-2.7489, -1.0506, 1.3106], [-1.4372, 4.6680, 3.3437], [-1.2456, -3.1152, 5.2762], [2.8158, -2.0831, 0.3599]]}

---

No. 3
{"formula": "C5H9N2P", "method": "ωB97M-V/def2-TZVPD", "orbital_gap_ev": 7.75, "lumo_energy_ev": 0.404, "homo_ev": -7.35, "total_energy_ev": -17596.174, "symbols": ["H", "N", "H", "H", "H", "H", "H", "C", "C", "H", "C", "C", "H", "H", "C", "P", "N"], "xyz": [[-1.9087, -1.4126, -0.0863], [2.3724, -1.2895, 0.0095], [-2.6200, 0.5365, 1.3606], [-1.3325, 1.3900, -1.1654], [-0.9518, 1.1134, 1.3610], [2.2193, 1.4641, -0.0646], [-2.8786, 0.5392, -1.2029], [-1.8001, 0.4111, -1.2324], [3.4563, -0.4963, 0.0315], [-1.3439, -0.4336, 2.1088], [-1.5804, 0.2282, 1.2821], [-1.3431, -0.4721, -0.0636], [4.3724, -1.0728, 0.0813], [-1.5273, -0.0375, -2.1829], [0.0569, -0.7972, -0.2134], [3.5976, 1.1980, 0.0026], [1.2116, -0.8688, -0.0258]]}

---

No. 4
{"formula": "C23H45FO37S10", "method": "ωB97M-V/def2-TZVPD", "orbital_gap_ev": 10.78, "smiles": "CS(=O)(=O)[C@@H]1CC[C@H](CCF)OS1(=O)=O.O=S1(=O)OCCO1.O=S1(=O)OCCO1.O=S1(=O)OCCO1.O=S1(=O)OCCO1.O=S1(=O)OCCO1.O=S1(=O)OCCO1.O=S1(=O)OCCO1.O=S1(=O)OCCO1", "lumo_energy_ev": 0.098, "homo_ev": -10.68, "total_energy_ev": -211397.035, "symbols": ["H", "O", "C", "C", "O", "H", "O", "O", "O", "O", "H", "H", "H", "H", "S", "H", "C", "F", "H", "H", "H", "H", "O", "O", "H", "O", "H", "H", "C", "O", "H", "H", "C", "O", "S", "C", "H", "O", "C", "C", "S", "H", "C", "C", "O", "S", "O", "C", "O", "S", "H", "O", "C", "C", "S", "C", "H", "C", "H", "O", "S", "H", "H", "H", "H", "O", "O", "O", "H", "C", "O", "O", "O", "H", "C", "H", "O", "H", "C", "H", "H", "H", "C", "O", "C", "H", "O", "H", "O", "O", "C", "O", "H", "S", "H", "H", "H", "C", "H", "O", "O", "H", "H", "H", "O", "O", "S", "O", "H", "O", "H", "C", "S", "O", "O", "H"], "xyz": [[-3.9561, 0.0539, -0.8040], [1.6457, -1.5641, -8.9899], [0.4251, -1.9268, -8.3346], [-5.4545, -0.5602, 10.8888], [5.2288, 3.7323, -4.5847], [-5.1153, -1.5913, 10.8271], [4.3596, 5.4745, -6.1309], [5.4753, 2.8382, -8.7333], [3.4729, -3.0385, -8.2523], [-2.5095, 7.6163, -1.2537], [3.3585, 1.9411, -8.0235], [9.3739, 3.2595, -10.2718], [8.0195, 1.7698, -12.0554], [-0.1042, 4.5733, -3.0591], [7.7595, -7.3589, 4.8594], [-5.2452, -0.8212, 2.8558], [-4.6095, -1.4308, 3.5171], [-3.5101, -0.8259, -2.5503], [1.3887, 3.5940, -0.5701], [0.6398, 5.1788, -0.8348], [-6.7416, -0.8575, 9.1732], [3.7880, 1.3461, -6.4083], [-4.9805, 1.6546, 8.2741], [2.0315, -5.6381, 6.8019], [-4.1079, -3.5159, 3.7256], [-2.9530, 0.6237, 3.1576], [-5.2514, 1.1326, 4.5552], [-0.0064, -2.1190, -6.2111], [0.5312, 3.8519, -2.5403], [-4.5063, 0.3161, 10.2695], [-4.1542, 0.8817, 5.8999], [9.2343, 1.5131, -9.9628], [-6.7446, -0.3315, 10.1311], [-4.1912, -1.8328, 6.1202], [4.3874, 4.1379, -5.6530], [0.6522, -1.5711, -6.8805], [-1.9563, -2.1902, -0.3545], [-0.0720, 2.5601, -2.6563], [0.5661, 4.1232, -1.0556], [7.6426, 2.3143, -11.1926], [6.5106, 1.9100, -9.0072], [-4.3997, 8.1954, -1.8115], [-5.1376, 0.5912, 5.5087], [-4.4032, 6.7125, -0.2334], [2.1320, -3.3199, 6.0022], [1.8718, -4.8562, 5.6295], [-2.4113, -1.4025, 1.8320], [3.5287, 2.2292, -6.9919], [-1.4215, 5.4912, -0.6472], [-1.1309, 2.3644, -1.4748], [1.5214, 3.8547, -2.9903], [4.6198, 3.1623, -6.9069], [5.5049, -6.3976, 4.4213], [-4.1654, -3.0530, 1.5671], [-5.1268, -1.1849, 5.2389], [8.6775, 2.4438, -10.0953], [-5.5514, -0.2722, 11.9379], [-3.0173, -1.9098, -0.4327], [-0.4158, -1.3919, -8.7687], [8.4190, -7.7831, 3.6782], [-5.2564, 1.5990, 9.6663], [-5.7276, -3.2652, 3.1323], [-7.6222, -0.6245, 10.7013], [-3.5792, -2.6522, -1.0184], [0.2770, -3.0014, -8.4630], [3.6322, -0.5818, -7.9305], [6.8919, -6.0484, 4.5325], [7.9177, 2.6801, -8.9063], [0.9302, -1.6209, 6.1419], [2.3420, 2.9538, -6.3945], [-6.7616, 1.0777, 9.8664], [-0.6758, 3.5833, -0.5498], [6.5340, -8.3603, 5.1402], [-2.2208, 0.0112, -1.1621], [-0.1709, -3.4334, 5.6705], [4.4586, -8.1941, 5.0577], [2.8784, 3.6936, -5.2968], [1.9123, 3.6650, -7.1048], [-3.8522, 7.9567, -0.8969], [1.2118, -2.2507, 4.5040], [-3.3682, -3.8129, 1.6153], [-5.9549, 0.8785, 6.1744], [-3.1511, -0.5793, -1.2155], [2.0185, -1.9140, -6.6281], [-3.5579, -1.7646, 1.0085], [0.5312, -0.4987, -6.7099], [-2.3517, 5.8069, -2.9231], [7.2778, 3.2933, -11.5123], [-5.0450, 2.7053, 10.5238], [6.6154, 0.6770, -8.3172], [-4.6976, -2.8917, 3.0348], [-3.8533, 5.6273, -0.9881], [-4.0524, 6.6216, 0.7972], [2.8788, -1.7825, -7.9802], [-4.9390, -3.4710, 0.9075], [1.5664, 2.2719, -6.0520], [5.3000, -6.6485, 3.3783], [1.0267, -2.5233, 5.5451], [-3.8623, 8.8191, -0.2346], [6.5557, 1.6059, -10.5916], [2.5675, -5.1480, 4.4218], [-0.5221, -3.4916, 6.7028], [5.2665, -7.3071, 6.3694], [4.8773, -5.5651, 4.7197], [-6.4476, -1.7065, 5.5006], [-2.4304, 2.6481, -1.9742], [-2.3975, 6.0316, -1.5240], [0.3134, -4.7326, 5.2877], [-5.4894, 6.6772, -0.2496], [-2.0009, -1.2533, 4.2500], [-4.2784, -0.9288, 0.9722], [5.3306, -7.6008, 5.3192], [-2.9090, -0.8052, 3.2418], [8.4555, -7.1383, 6.0757], [-0.8180, 1.1420, -0.8117], [-0.9896, -3.1261, 5.0281]]}

---

No. 5
{"formula": "C8H18N4O2P", "method": "ωB97M-V/def2-TZVPD", "orbital_gap_ev": 7.36, "smiles": "CCC/[NH+]=C/CCN(N)[C@@]12O[P@@]1(O)=C2N", "total_charge": 1, "lumo_energy_ev": -3.646, "homo_ev": -11.00, "total_energy_ev": -27923.027, "symbols": ["O", "H", "H", "H", "H", "N", "H", "N", "C", "H", "C", "C", "H", "N", "H", "H", "H", "N", "C", "P", "C", "H", "H", "H", "H", "O", "H", "C", "H", "H", "C", "H", "C"], "xyz": [[1.7456, 2.5831, 1.0669], [-3.4640, 1.4534, -2.7847], [-3.1581, 1.8208, -0.3343], [2.4701, -2.0622, 3.0773], [-1.7141, 0.5472, 1.2906], [1.5990, -0.3299, -1.6213], [0.6677, -3.5805, 1.2076], [1.5505, -1.9125, 2.8269], [-0.7795, -2.0374, 0.4043], [1.6674, 0.4239, -2.2917], [-0.7062, -0.6951, -0.1144], [-1.0160, 1.6680, -0.3234], [-1.7031, 1.4419, -2.9608], [1.5795, -1.7843, 1.4087], [-0.9373, 2.5320, 0.3373], [1.2506, -1.1269, 3.3327], [-2.5098, 3.0771, -1.2467], [-1.1620, 0.4257, 0.4247], [-2.3544, 2.0316, -1.1108], [2.8435, 1.5158, 0.5243], [1.8833, 0.1242, -0.3066], [-1.1225, -2.7089, -0.4569], [2.1533, -1.1934, -1.8997], [-0.2599, 1.5946, -1.0486], [2.0184, 3.3917, 1.5652], [2.5002, 0.3536, 1.7081], [1.1466, -2.9854, -0.2972], [1.9017, -0.5052, 0.9044], [-0.3771, -0.4908, -1.0679], [-2.5636, 0.0141, -2.0070], [-2.5373, 1.1524, -2.2819], [-1.2962, -2.1529, 1.3433], [0.6838, -2.5858, 0.7316]]}

---

No. 6
{"formula": "C45H59EuGeN8O3Sb", "method": "ωB97M-V/def2-TZVPD", "orbital_gap_ev": [6.65, 6.69], "multiplicity": 8, "lumo_energy_ev": [-1.081, -1.073], "homo_ev": [-7.73, -7.76], "total_energy_ev": -148060.103, "symbols": ["C", "C", "C", "C", "H", "O", "C", "C", "H", "H", "H", "H", "H", "H", "H", "H", "C", "H", "C", "O", "H", "H", "N", "C", "H", "C", "H", "H", "H", "H", "C", "H", "H", "C", "H", "Eu", "N", "H", "H", "C", "C", "H", "H", "C", "H", "H", "H", "C", "C", "H", "H", "N", "C", "H", "H", "H", "C", "H", "C", "H", "H", "H", "C", "H", "H", "C", "C", "H", "C", "C", "C", "H", "H", "C", "N", "C", "Sb", "N", "C", "C", "C", "C", "N", "Ge", "C", "N", "H", "C", "C", "H", "H", "H", "C", "C", "C", "H", "O", "H", "H", "H", "H", "H", "H", "C", "C", "C", "H", "C", "H", "C", "H", "H", "C", "H", "H", "C", "H", "N"], "xyz": [[0.9720, -0.0279, 1.8055], [1.4353, 1.2544, -5.3084], [1.6075, 6.3404, -4.8279], [4.2918, 4.3206, -1.7740], [-1.5764, 5.4842, 1.5523], [-2.6445, 3.5159, 1.7751], [-1.9955, 1.8956, 3.7696], [0.6716, 1.1800, 2.4536], [-4.0965, 2.2188, -2.4877], [0.6492, 7.4446, -1.7577], [-7.4688, -8.5501, 0.6429], [3.6225, 5.1272, -2.0512], [-2.6619, 6.0298, -1.1978], [-5.8763, -10.1873, 0.6052], [4.7130, 0.9540, -1.9523], [5.8324, 5.6972, -1.2046], [-3.4421, 2.7091, -1.7397], [-4.2226, 4.4114, -2.5046], [1.9174, -0.2346, 6.7925], [0.8997, 7.1730, 1.8385], [-1.6852, -8.8730, 1.9922], [-3.3608, -7.2519, 1.0860], [1.0619, 1.4935, 3.6807], [1.0917, 5.3832, -2.2696], [-4.2897, -10.1086, -1.3050], [-3.2644, 4.1298, -2.1791], [-3.1421, 2.1220, 4.0220], [0.8515, -9.9836, 0.6611], [2.1943, -8.3347, 2.3624], [-3.5744, 4.8572, -0.2605], [3.9878, 3.0299, -2.0488], [2.7986, 0.8271, -8.3585], [-0.4483, -7.5915, 0.2480], [-0.6501, 5.1192, 1.8456], [2.3030, 3.4451, 7.7232], [1.3642, 3.9539, 4.4548], [-1.2600, 0.1195, -1.7559], [-1.3414, -0.0647, 3.4950], [-1.1450, 3.9406, -2.8065], [2.6215, 1.4495, 8.3980], [1.1085, -8.2120, 2.1059], [1.8141, 6.6942, -5.8442], [-2.2395, 1.7334, 0.7196], [3.7512, 1.8093, -6.6687], [-1.7294, -10.2556, 0.9831], [-1.8948, 4.5215, -0.5390], [0.9990, 4.9911, -1.2962], [2.4193, -0.4518, 3.6552], [-1.8302, 1.4655, -0.2536], [0.3359, -0.2942, 0.9768], [1.2476, 8.2291, -3.9754], [-2.1811, 0.3771, 3.2745], [-2.7612, 4.9565, -1.0069], [2.2893, -0.6454, 8.9202], [-2.3974, -6.0548, -1.0692], [7.4187, 4.0199, -0.4988], [1.5344, 0.8367, -6.6682], [4.6722, 2.0721, -7.1312], [-5.3371, -9.2922, 0.3841], [-6.2213, -8.0052, 1.7767], [-4.0472, 2.6415, -0.8714], [2.2714, 4.3782, -5.3140], [0.6884, 5.9272, 1.8724], [6.8548, 1.5611, -0.9339], [-4.5118, -9.1618, 1.0859], [1.8605, 0.7880, 5.8458], [-6.3856, -8.2069, 0.7133], [0.5640, -7.9704, 3.0313], [6.5105, 3.7181, -1.0333], [5.5350, 4.6775, -1.3044], [-1.1719, -9.3536, 1.1700], [0.0635, 1.8953, 1.9721], [-2.2131, 0.5058, 2.2172], [1.7905, 4.9824, -4.5528], [-1.0366, 0.3885, -0.4484], [2.2284, 0.1386, 8.1319], [2.0160, 2.6066, -2.6972], [1.9549, 2.0834, 6.1821], [1.5006, 4.5134, -3.2732], [-2.1553, 4.2487, -3.2170], [-4.9889, -9.2861, -1.1038], [2.0617, -0.7462, 2.2889], [-0.8169, 4.2640, 3.1333], [-2.9023, -7.4226, -0.3519], [1.8038, 0.5900, 4.3597], [-2.3211, 1.9090, -1.3724], [2.5226, -1.5161, 1.7187], [1.1684, 7.1681, -3.8147], [-1.7744, 3.3895, 2.6461], [-3.7598, -8.3208, -2.5233], [-0.9094, -8.7888, -0.9194], [-6.1846, -7.3295, 0.1340], [0.3436, -9.5033, 1.5654], [0.8690, 6.7330, -2.5544], [-1.1883, -8.3833, 0.0244], [1.6989, -1.2658, 6.4573], [1.5810, 5.0141, 2.2278], [-0.4607, 4.3068, 1.1464], [0.4867, -10.2450, 2.3633], [1.2142, -7.3916, 1.3845], [-2.3436, 3.6603, -4.0884], [3.0546, 1.7029, 9.3386], [-4.8855, -7.1829, -1.7602], [-4.2507, -8.0607, -1.6074], [3.6666, 2.1460, -5.3365], [6.1586, 2.3623, -1.2010], [0.6754, 0.3440, -7.1044], [2.7218, 1.1328, -7.3370], [3.0976, -1.1040, 4.1964], [2.2840, 2.4140, 7.4354], [-5.8592, -9.5376, -1.7994], [-2.0265, 5.2879, -3.4991], [2.4588, 1.9460, -4.6791], [-1.2080, 1.8654, 4.5709], [0.5495, 0.9811, -4.7148], [4.9229, 2.0423, -1.7940], [4.5064, 2.6575, -4.9456], [-2.0223, 0.8914, -2.3195]]}